# 1
C47H46N5P2ReSSe as an isolated structure, computed with ωB97M-V with the def2-TZVPD basis set.

## Properties
- E_tot (Eh) = -5652.87761
- expectation value of S² = 0.78
- LUMO level (spin up / spin down) (eV) = -3.8 / -3.9
- strongest force on any atom (Eh/bohr) = 0.0676
- net charge = +1
- orbital gap (spin up / spin down) (eV) = 5.858 / 5.861
- multiplicity = 2

Each line ends with the Mulliken spin population.
CARTESIAN COORDINATES (ANGSTROEM)
Re 0.337 -0.464 0.234  -0.015
C 2.847 -2.631 0.678  -0.001
P 1.007 -2.795 0.554  0.009
C 0.601 -3.896 1.954  0.000
C -0.665 -3.873 2.532  0.003
C -0.963 -4.703 3.598  0.000
C 0.000 -5.565 4.097  0.000
C 1.245 -5.630 3.493  0.000
C 1.548 -4.802 2.427  0.000
C 0.580 -3.831 -0.878  -0.001
C -0.562 -4.626 -0.816  -0.001
C -1.003 -5.298 -1.940  0.000
C -0.329 -5.164 -3.143  0.000
C 0.805 -4.370 -3.212  0.000
C 1.268 -3.714 -2.084  0.000
C 3.286 -1.295 0.167  -0.005
C 4.529 -0.858 -0.230  0.004
C 4.375 0.485 -0.656  -0.002
C 3.049 0.800 -0.493  0.007
C 2.264 1.993 -0.930  0.001
P 0.669 1.976 0.012  -0.015
C -0.432 3.051 -0.968  0.058
C -0.688 2.709 -2.293  0.019
C -1.523 3.489 -3.072  0.005
C -2.124 4.616 -2.535  -0.003
C -1.907 4.943 -1.206  -0.004
C -1.078 4.158 -0.424  -0.035
C 1.169 3.012 1.429  0.000
C 1.244 2.521 2.725  -0.001
C 1.681 3.332 3.760  0.000
C 2.040 4.645 3.511  0.000
C 1.972 5.142 2.217  0.000
C 1.556 4.330 1.179  0.000
N 2.385 -0.279 0.036  0.001
H 3.355 -3.442 0.145  0.000
H 3.077 -2.707 1.749  0.000
H -1.413 -3.196 2.142  -0.001
H -1.944 -4.674 4.046  0.000
H -0.220 -6.189 4.951  0.000
H 1.982 -6.332 3.855  0.000
H 2.515 -4.878 1.954  0.000
H -1.101 -4.727 0.115  0.000
H -1.876 -5.930 -1.877  0.000
H -0.677 -5.690 -4.020  0.000
H 1.340 -4.266 -4.146  0.000
H 2.166 -3.114 -2.137  0.000
H 5.445 -1.414 -0.220  0.000
H 5.144 1.126 -1.038  0.000
H 2.041 1.934 -2.002  0.000
H 2.806 2.924 -0.751  0.000
H -0.220 1.833 -2.722  -0.001
H -1.707 3.215 -4.100  0.000
H -2.760 5.237 -3.147  0.000
H -2.385 5.809 -0.774  -0.001
H -0.906 4.423 0.609  -0.001
H 0.969 1.498 2.929  -0.001
H 1.738 2.933 4.762  0.000
H 2.382 5.280 4.315  0.000
H 2.248 6.167 2.012  0.000
H 1.531 4.721 0.170  0.002
C -3.480 -1.720 -1.436  -0.001
C -2.086 -1.254 -1.186  0.009
N -1.648 -0.919 0.014  0.024
N -2.522 -1.014 1.028  0.020
C -2.058 -0.792 2.222  -0.015
N -2.861 -0.931 3.284  0.006
S -0.382 -0.424 2.571  -0.002
C -1.113 -1.178 -2.232  0.001
C -1.376 -1.535 -3.565  0.003
C -0.390 -1.407 -4.514  -0.001
C 0.871 -0.955 -4.123  0.003
C 1.085 -0.674 -2.793  -0.003
N 0.131 -0.759 -1.861  0.004
H -4.063 -1.626 -0.526  0.001
H -3.479 -2.761 -1.754  0.001
H -3.943 -1.120 -2.215  0.000
H -3.856 -0.997 3.140  0.000
H -2.502 -0.695 4.192  0.001
H -2.349 -1.905 -3.840  0.000
H -0.575 -1.664 -5.544  0.000
H 1.680 -0.834 -4.826  0.000
H 2.070 -0.381 -2.452  0.001
C -7.871 5.972 -0.011  -0.006
C -6.729 5.011 0.045  0.095
C -5.830 5.023 1.107  -0.034
C -4.807 4.100 1.205  0.050
C -3.867 4.145 2.366  0.008
C -4.671 3.119 0.203  -0.033
Se -3.378 1.768 0.391  0.798
C -5.536 3.127 -0.909  0.050
C -5.422 2.124 -2.013  0.003
C -6.547 4.068 -0.963  -0.046
H -7.884 6.622 0.860  0.000
H -8.814 5.426 -0.050  0.007
H -7.811 6.586 -0.909  0.008
H -5.943 5.766 1.884  0.001
H -4.086 4.986 3.017  0.001
H -2.840 4.230 2.014  0.008
H -3.939 3.226 2.947  0.007
H -4.411 1.726 -2.084  0.007
H -5.697 2.573 -2.964  0.002
H -6.104 1.295 -1.823  0.003
H -7.223 4.062 -1.808  0.000

=====

# 2
C47H47AgAs2BrN4O10P as an isolated structure, computed with ωB97M-V with the def2-TZVPD basis set.

## Properties
- E_tot (Eh) = -10324.47633
- LUMO level (eV) = 0.0
- strongest force on any atom (Eh/bohr) = 0.0239
- orbital gap (eV) = 7.649

Each line ends with the Löwdin charge.
CARTESIAN COORDINATES (ANGSTROEM)
Ag -0.031 0.446 -0.334  0.457
O 1.619 -3.017 2.093  0.005
C 2.654 -2.512 2.802  -0.271
C 3.346 -3.314 3.706  -0.014
C 4.418 -2.794 4.419  -0.097
C 4.825 -1.475 4.233  -0.108
C 4.132 -0.684 3.325  -0.053
C 3.045 -1.183 2.620  -0.116
C 2.226 -0.310 1.694  -0.435
O 1.512 -1.000 0.775  -0.293
N 1.322 0.479 2.622  0.032
N 0.276 1.111 2.147  -0.032
C -0.430 1.864 2.909  -0.217
C -1.591 2.607 2.432  -0.625
Br -1.832 2.665 0.536  0.758
C -2.458 3.307 3.159  -0.127
C -2.529 3.353 4.636  -0.220
C -2.924 4.544 5.248  -0.044
C -3.022 4.641 6.627  -0.084
C -2.741 3.539 7.425  -0.091
C -2.374 2.340 6.830  -0.078
C -2.274 2.246 5.449  -0.048
H 1.449 -2.328 1.372  0.007
H 3.032 -4.345 3.829  0.114
H 4.952 -3.429 5.117  0.098
H 5.669 -1.075 4.782  0.093
H 4.440 0.347 3.157  0.107
H 2.912 0.419 1.233  0.094
H 1.621 0.644 3.574  0.140
H -0.155 2.013 3.953  0.120
H -3.176 3.924 2.631  0.095
H -3.146 5.407 4.628  0.113
H -3.322 5.577 7.081  0.102
H -2.823 3.611 8.502  0.101
H -2.179 1.468 7.442  0.105
H -2.029 1.292 4.996  0.103
N 1.455 2.810 -2.297  -0.110
P 2.003 2.099 -0.818  1.032
C 3.635 1.458 -1.322  -0.358
C 4.747 2.252 -1.597  -0.097
C 5.926 1.669 -2.040  -0.085
C 6.002 0.288 -2.204  -0.082
C 4.900 -0.508 -1.925  -0.065
C 3.718 0.073 -1.480  -0.092
C 2.412 3.596 0.148  -0.361
C 3.383 3.522 1.149  -0.104
C 3.637 4.612 1.969  -0.078
C 2.917 5.790 1.807  -0.088
C 1.935 5.866 0.830  -0.083
C 1.679 4.773 0.008  -0.103
C 0.295 2.492 -2.980  -0.382
C -0.039 3.181 -4.159  -0.020
C -1.196 2.847 -4.821  -0.071
C -2.016 1.839 -4.317  -0.075
C -1.612 1.218 -3.156  -0.163
N -0.481 1.522 -2.501  0.040
H 2.027 3.516 -2.729  0.105
H 4.700 3.328 -1.460  0.104
H 6.789 2.289 -2.253  0.102
H 6.927 -0.165 -2.542  0.103
H 4.962 -1.584 -2.040  0.109
H 2.859 -0.544 -1.227  0.081
H 3.947 2.604 1.283  0.098
H 4.399 4.543 2.737  0.105
H 3.120 6.644 2.443  0.103
H 1.358 6.775 0.711  0.103
H 0.892 4.833 -0.736  0.092
H 0.615 3.964 -4.528  0.111
H -1.467 3.371 -5.729  0.111
H -2.935 1.547 -4.809  0.102
H -2.208 0.424 -2.716  0.094
C -1.528 -1.817 3.026  -0.001
O -1.580 -2.136 1.620  -0.103
C -2.674 -2.737 1.146  -0.509
O -3.668 -2.955 1.788  0.133
C -2.528 -2.978 -0.336  -0.279
C -3.369 -3.827 -0.914  -0.319
As -3.574 -4.237 -2.818  1.321
C -2.721 -5.994 -2.823  -0.266
C -2.094 -3.229 -3.613  -0.327
C -1.265 -2.384 -3.017  -0.299
As -0.994 -2.027 -1.101  1.299
C 0.312 -3.449 -0.793  -0.224
C -0.202 -1.662 -3.793  -0.550
O 0.857 -1.353 -3.310  0.082
O -0.581 -1.318 -5.029  -0.051
C 0.406 -0.596 -5.789  -0.005
C -1.963 -3.586 -5.080  -0.567
O -1.149 -4.384 -5.444  0.142
O -2.881 -3.114 -5.939  -0.025
C -3.728 -2.016 -5.560  -0.056
C -4.331 -4.700 -0.124  -0.576
O -3.974 -5.780 0.248  0.136
O -5.619 -4.346 -0.064  -0.020
C -5.997 -2.992 -0.360  -0.048
H -0.486 -1.913 3.315  0.085
H -2.157 -2.497 3.593  0.095
H -1.872 -0.793 3.165  0.085
H -3.356 -6.670 -2.257  0.026
H -1.736 -5.951 -2.368  0.036
H -2.643 -6.332 -3.854  0.029
H 0.099 -4.277 -1.465  0.035
H 0.243 -3.778 0.243  0.032
H 1.306 -3.047 -0.975  0.033
H -0.080 -0.333 -6.722  0.098
H 1.272 -1.227 -5.974  0.103
H 0.718 0.295 -5.251  0.084
H -3.901 -1.435 -6.460  0.096
H -3.254 -1.384 -4.814  0.073
H -4.673 -2.392 -5.181  0.076
H -6.860 -2.771 0.258  0.097
H -6.266 -2.901 -1.410  0.080
H -5.203 -2.292 -0.115  0.080

=====

# 3
A 3-piece molecular cluster, C47H47F5O8S overall, computed with ωB97M-V with the def2-TZVPD basis set.

## Properties
- E_tot (Eh) = -3318.12728
- LUMO level (eV) = -1.3
- strongest force on any atom (Eh/bohr) = 0.2017
- SMILES = CCCCCCCCCCCCC[C@H]1CC(=O)O[C@H]1S(=O)(=O)C(F)(F)C(F)(F)F.O=C1c2ccccc2C(=O)c2ccccc21.O=C1c2ccccc2C(=O)c2ccccc21
- orbital gap (eV) = 8.662

Each line ends with the Löwdin charge.
CARTESIAN COORDINATES (ANGSTROEM)
C 3.138 -4.878 -1.223  -0.150
C 4.340 -4.957 -0.112  -0.261
C 5.807 -5.392 -0.699  -0.225
C 6.114 -4.914 -2.237  -0.221
C 6.619 -3.327 -2.349  -0.207
C 5.410 -2.282 -2.717  -0.218
C 4.891 -1.437 -1.377  -0.206
C 3.818 -0.228 -1.808  -0.204
C 2.679 0.005 -0.618  -0.198
C 1.333 -0.949 -0.835  -0.203
C -0.086 -0.125 -0.603  -0.194
C -1.237 -0.675 -1.652  -0.190
C -2.597 -1.240 -0.939  -0.175
C -2.494 -2.732 -0.288  -0.236
C -3.829 -3.121 0.642  -0.017
C -3.905 -4.733 0.354  -0.196
O -4.917 -5.545 0.764  -0.002
O -2.711 -5.132 -0.462  -0.074
C -1.945 -4.016 -1.110  -0.254
S -1.921 -4.130 -2.957  0.909
O -0.560 -3.696 -3.631  -0.338
O -2.043 -5.665 -3.311  -0.327
C -3.320 -3.293 -3.873  -0.210
F -3.255 -3.829 -5.286  0.014
F -3.080 -1.810 -4.040  -0.005
C -4.827 -3.656 -3.339  -0.131
F -5.672 -3.837 -4.579  0.029
F -4.889 -4.997 -2.647  0.047
F -5.492 -2.595 -2.551  0.040
H 2.836 -5.929 -1.686  0.093
H 3.385 -4.153 -2.109  0.049
H 2.153 -4.441 -0.711  0.066
H 4.027 -5.810 0.663  0.108
H 4.361 -3.959 0.542  0.100
H 6.621 -4.856 -0.011  0.111
H 6.005 -6.554 -0.551  0.113
H 5.259 -5.170 -3.011  0.110
H 7.057 -5.550 -2.598  0.109
H 7.366 -3.310 -3.278  0.109
H 7.251 -3.020 -1.411  0.109
H 5.885 -1.449 -3.428  0.115
H 4.528 -2.754 -3.330  0.104
H 5.791 -0.943 -0.787  0.120
H 4.295 -2.133 -0.648  0.075
H 3.331 -0.598 -2.821  0.104
H 4.454 0.726 -2.041  0.107
H 3.192 -0.404 0.379  0.108
H 2.428 1.151 -0.554  0.099
H 1.426 -1.376 -1.931  0.106
H 1.369 -1.864 -0.073  0.107
H -0.434 -0.102 0.520  0.115
H 0.159 1.006 -0.889  0.112
H -1.566 0.279 -2.290  0.122
H -0.710 -1.410 -2.392  0.086
H -3.563 -1.209 -1.606  0.076
H -2.823 -0.496 -0.032  0.141
H -1.676 -2.603 0.571  0.156
H -3.542 -3.071 1.799  0.154
H -4.723 -2.431 0.328  0.136
H -0.840 -4.287 -0.751  0.188
O 4.060 2.770 1.175  0.086
C 4.451 3.525 2.057  -0.275
C 5.181 2.994 3.226  -0.084
C 5.445 1.621 3.314  0.007
C 6.169 1.118 4.396  -0.057
C 6.632 1.981 5.389  -0.057
C 6.355 3.347 5.312  0.007
C 5.623 3.853 4.231  -0.086
C 5.319 5.297 4.167  -0.278
O 5.659 6.043 5.078  0.098
C 4.606 5.830 2.990  -0.086
C 4.345 7.204 2.902  0.007
C 3.702 7.722 1.777  -0.057
C 3.319 6.873 0.738  -0.057
C 3.566 5.501 0.830  0.006
C 4.207 4.978 1.961  -0.085
H 5.092 0.942 2.540  0.116
H 6.378 0.052 4.460  0.108
H 7.207 1.590 6.225  0.108
H 6.715 4.013 6.094  0.122
H 4.644 7.873 3.706  0.122
H 3.503 8.789 1.708  0.108
H 2.827 7.278 -0.143  0.108
H 3.262 4.845 0.017  0.120
O -8.701 0.344 0.630  0.100
C -8.097 1.409 0.593  -0.278
C -8.477 2.517 1.494  -0.086
C -9.522 2.338 2.410  0.007
C -9.860 3.365 3.291  -0.056
C -9.158 4.570 3.262  -0.056
C -8.129 4.757 2.339  0.006
C -7.792 3.730 1.448  -0.087
C -6.713 3.943 0.462  -0.278
O -6.148 5.028 0.386  0.098
C -6.320 2.830 -0.424  -0.084
C -5.274 3.009 -1.339  0.010
C -4.872 1.953 -2.157  -0.052
C -5.512 0.717 -2.066  -0.072
C -6.565 0.540 -1.165  0.010
C -6.974 1.601 -0.346  -0.083
H -10.070 1.398 2.442  0.122
H -10.669 3.223 4.005  0.109
H -9.414 5.366 3.958  0.108
H -7.589 5.702 2.318  0.122
H -4.766 3.970 -1.412  0.123
H -4.057 2.093 -2.864  0.109
H -5.194 -0.110 -2.697  0.084
H -7.062 -0.427 -1.102  0.119

=====

# 4
C47H47N5P2STi as an isolated structure, computed with ωB97M-V with the def2-TZVPD basis set.

## Properties
- E_tot (Eh) = -4022.99878
- expectation value of S² = 2.01
- LUMO level (spin up / spin down) (eV) = -5.3 / -5.7
- strongest force on any atom (Eh/bohr) = 0.0303
- net charge = +2
- orbital gap (spin up / spin down) (eV) = 6.887 / 6.923
- multiplicity = 3

Each line ends with the Mulliken spin population.
CARTESIAN COORDINATES (ANGSTROEM)
Ti -0.679 0.228 1.152  1.661
C -1.903 -2.404 3.087  -0.025
C -1.099 -1.417 3.865  0.039
C -0.785 -1.680 5.198  -0.003
C -0.121 -0.733 5.940  0.011
C 0.199 0.485 5.352  -0.001
C -0.113 0.681 4.029  0.040
N -0.740 -0.268 3.278  0.002
C -0.007 2.012 3.360  0.086
C 0.310 3.222 3.956  -0.020
C 0.038 4.391 3.252  0.033
C -0.654 4.340 2.047  -0.017
C -0.948 3.096 1.522  0.026
N -0.505 1.991 2.122  -0.092
C -2.006 2.782 0.498  0.053
C -2.656 3.742 -0.238  -0.003
C -3.848 3.389 -0.868  0.011
C -4.349 2.118 -0.700  -0.003
C -3.609 1.170 0.007  0.024
C -4.125 -0.222 0.206  0.027
N -2.429 1.491 0.546  -0.005
H -2.919 -2.443 3.485  0.002
H -1.969 -2.152 2.027  0.036
H -1.471 -3.404 3.149  0.004
H -1.086 -2.623 5.633  0.001
H 0.123 -0.918 6.977  0.000
H 0.683 1.265 5.922  0.001
H 0.708 3.268 4.959  0.000
H 0.278 5.348 3.693  0.001
H -1.001 5.245 1.569  0.000
H -2.269 4.749 -0.291  0.001
H -4.396 4.123 -1.443  0.000
H -5.308 1.837 -1.113  0.000
H -5.077 -0.190 0.740  0.001
H -4.298 -0.726 -0.745  0.002
H -3.437 -0.831 0.796  -0.001
C -1.834 -0.937 -2.186  -0.049
C -1.507 -2.274 -1.511  -0.032
P -0.124 -2.116 -0.315  0.035
C 1.317 -2.349 -1.418  -0.018
C 2.320 -1.403 -1.580  0.025
C 3.366 -1.618 -2.469  -0.001
C 3.424 -2.795 -3.198  0.000
C 2.440 -3.761 -3.024  0.000
C 1.400 -3.542 -2.138  -0.001
C -0.118 -3.669 0.639  -0.019
C 0.917 -3.892 1.547  -0.003
C 0.932 -5.039 2.325  0.000
C -0.080 -5.983 2.202  0.000
C -1.105 -5.778 1.291  0.000
C -1.123 -4.627 0.512  0.002
P -0.573 -0.127 -3.295  0.005
C -0.139 1.431 -2.381  0.070
C -0.236 2.658 -3.037  0.000
C 0.342 3.813 -2.519  0.000
C 1.066 3.775 -1.338  -0.003
C 1.173 2.567 -0.663  0.022
C 0.551 1.431 -1.157  0.035
C -1.685 0.522 -4.579  -0.002
C -1.324 0.347 -5.910  0.000
C -2.154 0.800 -6.931  0.000
C -3.349 1.427 -6.628  0.000
C -3.726 1.605 -5.298  0.000
C -2.896 1.156 -4.288  0.002
H -2.119 -0.209 -1.421  0.108
H -2.719 -1.069 -2.814  0.000
H -1.291 -3.058 -2.238  0.000
H -2.396 -2.582 -0.954  -0.002
H 2.296 -0.479 -1.024  -0.006
H 4.125 -0.856 -2.597  0.000
H 4.232 -2.966 -3.896  0.000
H 2.488 -4.689 -3.576  0.000
H 0.655 -4.318 -2.000  0.000
H 1.709 -3.159 1.658  0.001
H 1.740 -5.200 3.026  0.000
H -0.061 -6.879 2.806  0.000
H -1.887 -6.516 1.180  0.000
H -1.933 -4.498 -0.190  0.000
H -0.747 2.716 -3.989  0.000
H 0.253 4.742 -3.066  0.000
H 1.552 4.663 -0.956  0.001
H 1.736 2.497 0.263  -0.005
H 0.749 0.495 -0.636  -0.077
H -0.393 -0.149 -6.154  0.000
H -1.864 0.658 -7.963  0.000
H -3.996 1.778 -7.421  0.000
H -4.661 2.094 -5.060  0.000
H -3.187 1.306 -3.252  -0.001
C 3.879 2.105 3.045  0.004
N 4.333 1.194 2.019  0.001
C 5.693 1.286 1.483  0.000
C 5.772 0.089 0.514  0.000
N 4.401 -0.420 0.557  0.000
C 3.646 0.196 1.464  0.010
S 2.053 -0.281 1.915  0.004
H 4.459 1.966 3.958  0.000
H 2.830 1.905 3.244  0.000
H 3.999 3.135 2.705  0.000
H 6.418 1.217 2.294  0.000
H 5.831 2.244 0.980  0.000
H 6.473 -0.671 0.855  0.000
H 6.038 0.390 -0.496  0.000
H 4.088 -1.268 0.112  0.000